No. 1
Molecular formula: C4H8N2O
Method: DFT, ωB97M-V/def2-TZVPD

The calculation puts the lowest unoccupied orbital energy at 0.97 eV. The calculation puts the largest force on an atom at 0.07621 hartree/bohr. Its structure (SMILES) is C[C@@H]1N=NO[C@H]1C. The value obtained for the energy above the lowest of the compared OMol25 structures with the same formula, charge and spin is 3.724 eV. The calculation puts the electronic energy at -341.866776 hartree. The calculation puts the HOMO-LUMO gap at 11.21 eV. The calculation puts the HOMO energy at -10.238 eV.

Cartesian coordinates (Å):
C -0.359 -1.506 1.307
C 0.208 -0.228 0.655
N -0.117 0.876 1.616
N -0.609 1.835 1.083
O -0.774 1.669 -0.287
C -0.380 0.357 -0.711
C 0.749 0.649 -1.790
H -1.502 -1.567 1.451
H 0.067 -1.658 2.350
H -0.179 -2.384 0.760
H 1.285 -0.287 0.618
H -1.262 -0.021 -1.098
H 1.499 -0.184 -1.848
H 1.198 1.631 -1.328
H 0.176 0.820 -2.778

=====

No. 2
Molecular formula: C8H17ClSi
Method: DFT, ωB97M-V/def2-TZVPD

The calculation puts the lowest unoccupied orbital energy at 0.80 eV. The calculation puts the largest force on an atom at 0.10858 hartree/bohr. The value obtained for the energy above the lowest of the compared OMol25 structures with the same formula, charge and spin is 2.675 eV. The calculation puts the electronic energy at -1064.533188 hartree. The calculation puts the HOMO-LUMO gap at 8.82 eV. The calculation puts the HOMO energy at -8.014 eV.

Cartesian coordinates (Å):
C 1.384 2.934 0.975
C 1.468 1.992 1.853
C 2.356 -2.105 0.175
C 1.855 -0.379 -1.472
C -2.414 -0.629 -0.185
C -1.435 0.471 0.095
C -3.682 0.063 -0.643
C 1.229 -1.235 -0.350
Si 0.170 -0.176 0.821
Cl -4.291 1.009 0.751
H 1.918 3.913 1.111
H 1.080 2.766 -0.077
H 1.829 1.890 2.813
H 3.212 -1.571 0.361
H 2.146 -2.552 1.154
H 2.658 -2.813 -0.494
H 1.080 0.256 -1.742
H 2.240 -1.054 -2.270
H 2.695 0.136 -1.274
H -2.161 -1.312 -0.940
H -2.572 -1.432 0.658
H -1.172 0.995 -0.773
H -1.950 1.127 0.693
H -4.506 -0.432 -1.148
H -3.383 0.912 -1.253
H 0.496 -1.930 -0.876
H -0.249 -0.843 2.035

=====

No. 3
Molecular formula: C3H10N2O
Method: DFT, ωB97M-V/def2-TZVPD

The calculation puts the lowest unoccupied orbital energy at 0.67 eV. The calculation puts the largest force on an atom at 0.03590 hartree/bohr. Its structure (SMILES) is CC(C)=NN.O. The value obtained for the energy above the lowest of the compared OMol25 structures with the same formula, charge and spin is 1.862 eV. The calculation puts the electronic energy at -305.006232 hartree. The calculation puts the HOMO-LUMO gap at 9.32 eV. The calculation puts the HOMO energy at -8.651 eV.

Cartesian coordinates (Å):
C -0.754 0.161 -1.098
C -0.114 0.767 0.121
C -0.227 0.035 1.451
N 0.582 1.797 -0.059
N 0.905 2.551 1.067
H -0.348 0.780 -1.910
H -0.538 -0.910 -1.187
H -1.844 0.251 -1.049
H -0.403 -1.047 1.263
H -1.084 0.434 2.022
H 0.693 0.120 2.019
H 1.813 2.978 0.931
H 0.905 2.034 1.916
O -0.155 -3.243 -2.059
H 0.711 -3.493 -2.337
H -0.142 -3.217 -1.091

=====

No. 4
Molecular formula: C20H21N8O2RbSe2Te2
Method: DFT, ωB97M-V/def2-TZVPD

The calculation puts the lowest unoccupied orbital energy at 3.11 eV. The calculation puts the largest force on an atom at 0.04130 hartree/bohr. The value obtained for the energy above the lowest of the compared OMol25 structures with the same formula, charge and spin is 1.711 eV. The calculation puts the electronic energy at -6726.209953 hartree. The calculation puts the HOMO-LUMO gap at 2.99 eV. As for the total charge: -2. The calculation puts the HOMO energy at 0.127 eV.

Cartesian coordinates (Å):
Rb -1.250 -0.945 -2.732
O -2.557 1.654 -0.100
N -2.220 0.547 -0.633
N -2.514 -0.537 -0.028
O -2.209 -1.652 -0.609
C -3.236 -0.642 1.179
C -3.253 0.341 2.165
C -4.019 0.145 3.300
C -4.768 -1.008 3.469
C -4.732 -1.995 2.494
C -3.976 -1.810 1.358
H -2.691 1.252 2.041
H -4.019 0.913 4.060
H -5.381 -1.136 4.352
H -5.293 -2.912 2.616
H -3.931 -2.550 0.574
Se -0.659 1.960 -7.352
Te -2.184 0.510 -6.055
Te -2.239 -1.435 -7.927
Se -2.833 -3.359 -6.490
C 0.904 2.060 -0.194
C 1.572 0.743 -0.194
N 1.342 -0.240 -1.023
C 2.160 -1.263 -0.656
C 2.911 -0.889 0.415
N 2.539 0.401 0.710
C 3.113 1.212 1.744
N 2.205 1.542 2.797
N 2.054 2.843 3.191
N 1.269 2.894 4.207
C 0.874 1.639 4.529
C 0.048 1.153 5.549
C -0.133 -0.214 5.618
C 0.467 -1.093 4.718
C 1.290 -0.639 3.695
C 1.481 0.730 3.621
H 0.265 2.123 -1.070
H 1.625 2.877 -0.200
H 0.278 2.170 0.690
H 2.157 -2.195 -1.189
H 3.660 -1.403 0.983
H 3.458 2.172 1.338
H 3.975 0.658 2.146
H -0.428 1.826 6.244
H -0.766 -0.626 6.393
H 0.286 -2.154 4.816
H 1.742 -1.323 2.992
C 3.556 -0.575 -6.633
C 2.200 0.129 -6.678
C 1.425 -0.203 -5.518
N 0.835 -0.502 -4.584
H 4.129 -0.336 -7.526
H 3.419 -1.654 -6.586
H 4.122 -0.255 -5.758
H 1.627 -0.166 -7.561
H 2.304 1.217 -6.712

=====

No. 5
Molecular formula: C6H12O
Method: DFT, ωB97M-V/def2-TZVPD

The calculation puts the lowest unoccupied orbital energy at 0.79 eV. The calculation puts the largest force on an atom at 0.14597 hartree/bohr. Its structure (SMILES) is C=C(C)C(=C)C.O. The value obtained for the energy above the lowest of the compared OMol25 structures with the same formula, charge and spin is 3.244 eV. The calculation puts the electronic energy at -310.940042 hartree. The calculation puts the HOMO-LUMO gap at 9.65 eV. The calculation puts the HOMO energy at -8.861 eV.

Cartesian coordinates (Å):
C 0.623 1.547 0.030
C -0.196 0.762 -0.612
C -1.396 1.035 -1.460
C 0.184 -0.684 -0.534
C 1.377 -1.078 -0.142
C -1.052 -1.485 -0.443
H 1.515 1.276 0.657
H 0.653 2.664 0.177
H -2.197 0.352 -1.686
H -0.842 1.440 -2.350
H -1.864 1.936 -0.927
H 1.568 -2.100 0.056
H 2.196 -0.433 -0.205
H -0.740 -2.360 0.135
H -1.589 -1.700 -1.399
H -1.806 -0.989 0.147
O 0.590 0.024 2.511
H -0.123 -0.630 2.249
H 1.268 -0.218 2.020

=====

No. 6
Molecular formula: C35H33ClN4S2Si2Zr
Method: DFT, ωB97M-V/def2-TZVPD

The calculation puts the lowest unoccupied orbital energy (spin up / spin down) at -8.28 / -8.28 eV. The calculation puts the largest force on an atom at 0.07414 hartree/bohr. The calculation puts the electronic energy at -3454.593874 hartree. The calculation puts the HOMO-LUMO gap (spin up / spin down) at 3.06 / 3.06 eV. As for the total charge: +2. The calculation puts the HOMO energy (spin up / spin down) at -11.340 / -11.342 eV.

Cartesian coordinates (Å):
C -0.963 -0.345 0.972
C -1.588 0.281 -0.152
C -1.565 -0.651 -1.247
H -2.108 1.240 -0.133
C -0.856 -1.817 -0.813
C -0.486 -1.627 0.559
H -0.050 -2.380 1.214
H -0.970 0.032 1.998
H -2.067 -0.523 -2.204
H -0.694 -2.724 -1.401
Zr 0.678 -0.023 -0.807
Si 1.090 0.363 -4.260
C -0.056 1.879 -4.180
C 0.565 3.064 -4.626
H 1.650 3.072 -4.817
C -0.176 4.197 -4.918
H 0.307 5.054 -5.384
C -1.541 4.240 -4.608
H -2.112 5.162 -4.789
C -2.144 3.129 -4.020
H -3.201 3.183 -3.741
C -1.419 1.951 -3.795
H -1.922 1.100 -3.322
C 0.128 -1.252 -4.406
C -1.152 -1.275 -4.992
H -1.683 -0.347 -5.230
C -1.785 -2.492 -5.250
H -2.751 -2.507 -5.748
C -1.206 -3.694 -4.826
H -1.733 -4.645 -4.970
C 0.006 -3.669 -4.133
H 0.449 -4.599 -3.786
C 0.647 -2.457 -3.878
H 1.548 -2.459 -3.252
H 1.375 0.373 -2.671
Si 1.891 0.286 -6.487
C 1.435 -1.323 -7.420
C 0.764 -1.312 -8.664
H 0.537 -0.366 -9.166
C 0.417 -2.531 -9.273
H -0.111 -2.521 -10.218
C 0.749 -3.745 -8.669
H 0.469 -4.688 -9.141
C 1.470 -3.746 -7.467
H 1.708 -4.685 -6.973
C 1.895 -2.553 -6.896
H 2.580 -2.573 -6.027
C 1.102 1.713 -7.483
C -0.304 1.720 -7.513
H -0.871 0.957 -6.962
C -0.973 2.702 -8.235
H -2.062 2.731 -8.192
C -0.255 3.612 -9.021
H -0.795 4.339 -9.640
C 1.145 3.575 -9.039
H 1.700 4.271 -9.669
C 1.836 2.641 -8.259
H 2.932 2.589 -8.276
H 3.298 0.466 -6.972
Cl 3.329 0.386 -4.440
N -0.795 3.190 -0.149
C 0.181 2.838 0.748
N 0.927 1.734 0.605
C 1.766 1.523 1.731
C 1.580 2.480 2.718
S 0.421 3.672 2.271
C 2.466 0.288 1.793
C 3.187 -0.247 2.845
S 3.588 -1.897 2.600
C 2.744 -1.833 1.039
N 2.208 -0.637 0.757
N 2.538 -2.915 0.263
H -1.221 4.095 0.027
H -0.587 2.982 -1.129
H 2.095 2.399 3.666
H 3.413 0.350 3.730
H 2.947 -3.807 0.524
H 2.088 -2.791 -0.642

=====

No. 7
Molecular formula: C6H13NO2
Method: DFT, ωB97M-V/def2-TZVPD

The calculation puts the lowest unoccupied orbital energy at 0.55 eV. The calculation puts the largest force on an atom at 0.00803 hartree/bohr. The value obtained for the energy above the lowest of the compared OMol25 structures with the same formula, charge and spin is 3.325 eV. The calculation puts the electronic energy at -441.557823 hartree. The calculation puts the HOMO-LUMO gap at 9.08 eV. The calculation puts the HOMO energy at -8.535 eV.

Cartesian coordinates (Å):
C 0.322 -0.630 0.993
C -2.101 1.498 -0.164
C 0.982 -1.807 -1.010
C -0.149 -1.869 1.664
C 1.057 1.971 -0.314
N 0.889 -0.606 -0.182
C 0.598 0.698 -0.987
O -1.161 0.470 -0.147
O 0.568 0.576 -2.189
H 0.356 0.276 1.575
H -2.171 1.936 -1.173
H -1.864 2.319 0.536
H -3.102 1.123 0.090
H -0.004 -2.107 -1.369
H 1.437 -2.613 -0.436
H 1.598 -1.573 -1.873
H -0.706 -2.501 0.972
H -0.785 -1.616 2.510
H 0.704 -2.446 2.038
H 2.110 2.124 -0.564
H 0.939 1.986 0.766
H 0.481 2.792 -0.737

=====

No. 8
Molecular formula: C4H6O
Method: DFT, ωB97M-V/def2-TZVPD

The calculation puts the lowest unoccupied orbital energy at 0.77 eV. The calculation puts the largest force on an atom at 0.06854 hartree/bohr. Its structure (SMILES) is C#C[C@H](C)O. The value obtained for the energy above the lowest of the compared OMol25 structures with the same formula, charge and spin is 2.021 eV. The calculation puts the electronic energy at -231.149451 hartree. The calculation puts the HOMO-LUMO gap at 10.71 eV. The calculation puts the HOMO energy at -9.935 eV.

Cartesian coordinates (Å):
C 1.633 1.383 -1.157
C 0.822 0.969 -0.385
C -0.022 0.112 0.409
C -0.580 -1.194 -0.194
O -1.140 0.914 0.863
H 2.350 2.064 -1.587
H 0.591 -0.136 1.387
H -1.126 -1.680 0.569
H -1.148 -0.782 -0.998
H 0.182 -1.978 -0.502
H -1.564 0.328 1.594

=====

No. 9
Molecular formula: C22H22F7IO24S
Method: DFT, ωB97M-V/def2-TZVPD

The calculation puts the lowest unoccupied orbital energy at -0.56 eV. The calculation puts the largest force on an atom at 0.07570 hartree/bohr. The calculation puts the electronic energy at -4052.207787 hartree. The calculation puts the HOMO-LUMO gap at 7.72 eV. The calculation puts the HOMO energy at -8.276 eV.

Cartesian coordinates (Å):
O 4.102 -6.976 -1.385
C 3.607 -6.794 -2.448
O 3.882 -7.554 -3.580
S 5.418 -8.252 -3.465
O 2.702 -5.798 -2.675
I 2.782 -4.448 -1.144
H 6.375 -7.273 -3.485
C 0.319 0.162 0.053
C -0.799 -0.175 -0.888
O -0.155 -0.965 -1.875
C 0.884 -1.575 -1.234
O 1.483 -2.517 -1.672
O 1.150 -0.997 -0.045
F -1.299 0.942 -1.481
H 0.882 1.042 -0.263
H -0.023 0.313 1.069
H -1.613 -0.746 -0.435
C -2.314 -2.497 -4.013
C -3.681 -1.897 -4.185
O -4.420 -2.956 -4.758
C -3.844 -4.110 -4.302
O -4.351 -5.177 -4.358
O -2.615 -3.869 -3.768
F -3.657 -0.858 -5.058
H -1.704 -2.415 -4.915
H -1.767 -2.059 -3.179
H -4.156 -1.581 -3.253
C -0.111 3.451 4.531
C -1.227 3.106 3.589
O -0.579 2.306 2.613
C 0.461 1.701 3.257
O 1.054 0.764 2.822
O 0.724 2.293 4.445
F -1.726 4.206 2.985
H 0.452 4.329 4.206
H -0.455 3.612 5.542
H -2.042 2.539 4.045
C -3.834 4.891 -1.599
C -2.534 4.275 -1.166
O -2.613 4.330 0.248
C -3.942 4.264 0.549
O -4.373 4.018 1.628
O -4.713 4.508 -0.542
F -1.478 5.020 -1.574
H -3.782 5.980 -1.654
H -4.181 4.507 -2.557
H -2.396 3.239 -1.485
C -7.081 2.189 2.408
C -7.008 1.515 3.749
O -8.363 1.217 4.028
C -8.968 1.047 2.814
O -10.024 0.533 2.660
O -8.198 1.536 1.804
F -6.543 2.361 4.702
H -7.284 3.258 2.488
H -6.177 2.047 1.819
H -6.421 0.594 3.761
C 8.737 -6.147 -7.234
C 7.723 -6.995 -6.519
O 7.938 -6.666 -5.158
C 8.405 -5.380 -5.153
O 8.441 -4.688 -4.194
O 8.815 -4.998 -6.392
F 7.975 -8.314 -6.694
H 9.717 -6.626 -7.288
H 8.422 -5.876 -8.240
H 6.686 -6.781 -6.788
C 3.824 5.590 7.778
C 3.924 5.330 6.302
O 2.918 4.356 6.086
C 1.966 4.583 7.035
O 0.865 4.138 6.996
O 2.432 5.386 8.025
F 5.124 4.798 5.976
H 4.406 4.879 8.368
H 4.126 6.601 8.047
H 3.729 6.204 5.675

=====

No. 10
Molecular formula: C6H11O3S
Method: DFT, ωB97M-V/def2-TZVPD

The calculation puts the lowest unoccupied orbital energy at 3.57 eV. The calculation puts the largest force on an atom at 0.08672 hartree/bohr. Its structure (SMILES) is C[C@@H]1CC[C@@]1(C)S(=O)(=O)[O-]. The value obtained for the energy above the lowest of the compared OMol25 structures with the same formula, charge and spin is 0.055 eV. The calculation puts the electronic energy at -859.112462 hartree. The calculation puts the HOMO-LUMO gap at 8.32 eV. As for the total charge: -1. The calculation puts the HOMO energy at -4.743 eV.

Cartesian coordinates (Å):
C 0.245 0.165 1.795
C 0.479 -0.623 0.458
C 1.585 -0.191 -0.446
C 0.501 0.383 -1.527
C -0.502 -0.425 -0.670
C -1.897 -0.139 -0.393
S -0.712 -2.162 -1.792
O -0.876 -1.725 -3.174
O 0.547 -2.885 -1.622
O -1.885 -2.885 -1.351
H 0.457 1.196 1.838
H 1.025 -0.370 2.447
H -0.805 0.223 1.891
H 0.545 -1.710 0.744
H 2.044 -1.045 -0.892
H 2.363 0.570 -0.111
H 0.296 1.387 -1.221
H 0.647 -0.001 -2.491
H -2.052 0.807 -0.019
H -1.998 -0.897 0.344
H -2.622 -0.283 -1.189

=====

No. 11
Molecular formula: C7H13B3BrN5O5
Method: DFT, ωB97M-V/def2-TZVPD

The calculation puts the lowest unoccupied orbital energy at 0.06 eV. The calculation puts the largest force on an atom at 0.11504 hartree/bohr. Its structure (SMILES) is BrB1OBOB(c2cccnc2)O1.NC(N)=O.NC(N)=O. The calculation puts the electronic energy at -3573.362596 hartree. The calculation puts the HOMO-LUMO gap at 9.40 eV. The calculation puts the HOMO energy at -9.337 eV.

Cartesian coordinates (Å):
Br 2.185 -0.981 -0.267
B 1.191 -1.023 -1.991
O 1.902 -0.601 -3.166
B 1.066 0.130 -4.083
O -0.374 0.138 -4.103
B -0.936 -0.681 -3.036
C -2.572 -0.661 -2.936
C -3.337 -1.945 -3.385
C -4.894 -1.745 -3.277
C -5.360 -0.373 -2.763
N -4.626 0.755 -2.326
C -3.216 0.631 -2.406
O -0.163 -1.480 -2.120
H 1.613 0.750 -4.943
H -2.845 -2.900 -3.749
H -5.626 -2.569 -3.593
H -6.505 -0.245 -2.728
H -2.542 1.491 -2.090
N 3.937 3.184 2.583
C 3.331 2.140 1.966
N 4.168 1.320 1.285
O 2.124 1.953 2.021
H 4.925 3.356 2.551
H 3.348 3.817 3.100
H 3.753 0.531 0.813
H 5.161 1.455 1.228
N 0.821 -0.152 3.760
C 0.440 -0.436 5.029
N 0.331 -1.761 5.307
O 0.213 0.431 5.860
H 1.012 -0.850 3.065
H 0.914 0.822 3.514
H 0.050 -2.013 6.241
H 0.512 -2.489 4.641

=====

No. 12
Molecular formula: C2H16N2O4
Method: DFT, ωB97M-V/def2-TZVPD

The calculation puts the lowest unoccupied orbital energy at 0.41 eV. The calculation puts the largest force on an atom at 0.03094 hartree/bohr. Its structure (SMILES) is NCCN.O.O.O.O. The value obtained for the energy above the lowest of the compared OMol25 structures with the same formula, charge and spin is 1.489 eV. The calculation puts the electronic energy at -496.242385 hartree. The calculation puts the HOMO-LUMO gap at 9.44 eV. The calculation puts the HOMO energy at -9.030 eV.

Cartesian coordinates (Å):
N 2.484 -0.160 -1.487
C 1.971 -1.428 -0.984
C 0.478 -1.317 -0.633
N 0.224 -2.128 0.579
H 1.913 0.149 -2.262
H 3.455 -0.162 -1.753
H 2.486 -1.663 -0.054
H 2.082 -2.333 -1.609
H 0.205 -0.270 -0.450
H -0.272 -1.539 -1.394
H -0.253 -1.642 1.324
H -0.337 -2.915 0.289
O -1.782 -0.095 2.514
H -1.967 0.702 3.011
H -2.433 -0.737 2.792
O -0.666 1.566 -0.788
H -0.782 2.327 -1.354
H 0.150 1.623 -0.243
O -3.414 1.150 -0.486
H -2.709 1.739 -0.783
H -2.889 0.508 0.005
O 1.410 1.673 0.849
H 2.043 1.004 0.558
H 0.909 1.414 1.628